C12H21CaClCsF5LiN2O5S | ωB97M-V with the def2-TZVPD basis set

Positions of all 50 atoms, in Å:
C  -2.341  1.468  4.934
C  -1.796  0.044  4.668
C  -2.401  -0.588  3.402
O  -1.382  -1.397  2.817
C  -1.687  -1.761  1.520
N  -1.389  -0.656  0.550
C  -0.235  0.174  0.966
C  -0.643  1.540  1.496
C  -1.570  2.325  0.614
F  -2.131  1.825  -0.472
C  -1.827  3.650  0.881
F  -1.488  4.594  -0.011
F  -2.472  4.099  1.951
S  -1.339  -1.264  -1.006
O  -2.617  -1.747  -1.356
O  -0.270  -2.188  -1.097
F  -1.026  -0.132  -2.055
H  -2.747  1.861  4.001
H  -3.160  1.436  5.648
H  -1.534  2.091  5.314
H  -0.724  0.102  4.464
H  -1.915  -0.621  5.519
H  -3.258  -1.190  3.713
H  -2.701  0.194  2.702
H  -1.207  -2.688  1.210
H  -2.763  -1.954  1.466
H  0.363  0.440  0.065
H  0.453  -0.345  1.629
H  0.313  2.099  1.513
H  -0.984  1.487  2.539
O  -0.728  0.020  -5.316
H  0.116  -0.484  -5.345
H  -0.835  0.230  -4.366
F  -0.764  -2.225  -5.318
Ca  0.449  1.593  -6.267
N  3.608  -1.814  0.054
C  4.898  -2.264  -0.063
C  4.889  -3.337  -0.911
C  3.543  -3.540  -1.326
C  2.776  -2.584  -0.716
H  3.318  -1.038  0.616
H  5.704  -1.784  0.466
H  5.751  -3.914  -1.204
H  3.180  -4.300  -1.996
H  1.716  -2.385  -0.762
Cl  0.859  1.380  -1.498
O  2.704  2.563  -8.110
H  2.953  2.559  -9.046
Li  0.322  3.718  2.064
Cs  2.018  4.711  -8.540

The calculation puts the frontier orbital gap at 3.546 eV. Its total charge is +1. The calculation puts the HOMO energy at -8.91 eV.